C44H66O33 | wB97M-V/def2-TZVPD

Maximum force (eV/Å): 8.1
Structure (SMILES): C[C@H]1COC(=O)O1.C[C@H]1COC(=O)O1.C[C@H]1COC(=O)O1.C[C@H]1COC(=O)O1.C[C@H]1COC(=O)O1.C[C@H]1COC(=O)O1.C[C@H]1COC(=O)O1.C[C@H]1COC(=O)O1.C[C@H]1COC(=O)O1.C[C@H]1COC(=O)O1.C[C@H]1COC(=O)O1
Multiplicity: 1
Gap between HOMO and LUMO (eV): 10.0100
LUMO (Ha): -0.00749
Energy above the lowest of the compared OMol25 structures with the same formula, charge and spin (kJ/mol): 721.30

Geometry (Å):
1 O 19.814 -13.196 10.964
2 O 11.800 -11.955 16.646
3 O 10.504 -2.033 6.908
4 O 1.791 -6.111 9.818
5 O 19.535 -12.593 13.030
6 O 14.262 -5.924 16.279
7 O 19.768 -5.185 17.165
8 O 11.477 -0.564 5.405
9 O 12.572 -11.283 14.694
10 O 14.959 -10.907 7.576
11 O 14.300 -4.311 14.734
12 O 14.360 -12.772 8.855
13 O 4.340 -4.740 5.276
14 O 18.834 -11.201 11.292
15 O 7.281 -12.725 10.913
16 O 8.013 -10.710 11.398
17 O 14.707 -3.961 16.954
18 O 9.960 -6.997 2.562
19 O 8.523 -7.418 0.916
20 O 3.995 -6.963 5.196
21 O 16.212 -12.672 7.602
22 O 19.309 -6.741 15.517
23 O 10.472 -6.765 10.650
24 O 3.038 -7.365 11.212
25 O 9.351 -12.315 10.422
26 O 5.464 -6.214 6.510
27 O 3.768 -5.450 10.780
28 O 10.468 -7.313 8.393
29 O 8.755 -5.383 1.684
30 O 12.185 -7.869 9.878
31 O 9.313 -0.569 5.799
32 O 19.379 -7.404 17.640
33 O 11.790 -9.749 16.148
34 C 10.354 -5.829 3.305
35 C 8.469 -1.266 6.710
36 C 4.448 -8.062 5.878
37 C 9.220 -2.390 7.321
38 C 11.949 -10.889 15.823
39 C 13.766 -7.790 11.620
40 C 14.998 -4.759 18.140
41 C 9.697 -4.738 2.569
42 C 16.480 -9.172 6.788
43 C 4.740 -9.138 4.724
44 C 14.293 -12.932 14.286
45 C 12.380 -13.109 16.100
46 C 19.635 -8.533 16.846
47 C 18.945 -9.712 17.584
48 C 19.492 -6.342 16.787
49 C 14.494 -4.697 15.898
50 C 11.300 -6.960 11.784
51 C 8.199 -11.835 10.958
52 C 4.858 -6.007 11.503
53 C 6.663 -14.266 9.229
54 C 15.943 -10.601 6.601
55 C 8.993 -6.660 1.745
56 C 12.319 -7.985 11.280
57 C 7.668 -13.953 10.276
58 C 4.597 -5.870 5.615
59 C 20.236 -14.321 11.638
60 C 15.133 -12.170 8.141
61 C 2.826 -6.366 10.512
62 C 21.817 -14.476 11.567
63 C 11.851 -5.815 3.385
64 C 19.372 -12.201 11.735
65 C 16.956 -11.784 6.839
66 C 9.205 -2.420 8.880
67 C 5.338 -5.163 12.720
68 C 10.504 -0.990 6.002
69 C 14.670 -6.190 17.627
70 C 10.980 -7.330 9.536
71 C 4.205 -7.335 11.998
72 C 19.060 -8.122 15.465
73 C 5.629 -7.590 6.579
74 C 9.057 -13.532 9.681
75 C 14.019 -4.163 19.261
76 C 12.854 -12.655 14.713
77 C 19.804 -13.981 13.055
78 H 19.403 -10.150 18.471
79 H 11.660 -13.925 16.047
80 H 3.777 -8.452 6.643
81 H 6.774 -13.605 8.370
82 H 8.982 -13.413 8.600
83 H 14.140 -3.080 19.249
84 H 10.459 -4.202 2.003
85 H 20.525 -14.239 13.832
86 H 18.884 -14.485 13.351
87 H 5.437 -4.083 12.608
88 H 17.994 -8.287 15.310
89 H 9.135 -1.404 9.268
90 H 9.150 -4.063 3.227
91 H 19.475 -8.584 14.569
92 H 17.327 -8.917 6.151
93 H 13.134 -13.586 16.727
94 H 7.763 -14.833 10.912
95 H 12.186 -13.139 14.002
96 H 8.995 -3.374 6.909
97 H 12.955 -4.267 19.050
98 H 5.690 -9.170 4.191
99 H 7.671 -1.716 6.120
100 H 14.722 -13.905 14.525
101 H 13.830 -6.664 18.135
102 H 22.166 -14.659 10.551
103 H 4.652 -5.272 13.559
104 H 19.837 -15.279 11.303
105 H 17.890 -9.465 17.701
106 H 18.842 -10.553 16.899
107 H 16.039 -4.707 18.459
108 H 3.919 -7.309 13.049
109 H 10.702 -7.403 12.580
110 H 6.314 -5.587 12.955
111 H 14.202 -4.580 20.251
112 H 9.975 -5.830 4.327
113 H 14.344 -8.465 10.988
114 H 11.899 -8.941 11.592
115 H 16.838 -9.150 7.817
116 H 4.041 -9.013 3.898
117 H 6.720 -15.265 8.796
118 H 5.672 -6.252 10.821
119 H 8.373 -2.990 9.292
120 H 22.139 -13.554 12.052
121 H 5.783 -7.999 7.577
122 H 12.184 -5.329 4.302
123 H 17.785 -11.443 7.459
124 H 11.801 -6.070 12.164
125 H 4.836 -8.207 11.824
126 H 12.263 -5.460 2.441
127 H 6.555 -7.790 6.039
128 H 14.079 -6.762 11.438
129 H 15.652 -8.471 6.678
130 H 17.370 -12.231 5.935
131 H 12.320 -6.787 3.537
132 H 9.840 -14.280 9.811
133 H 14.013 -7.972 12.666
134 H 14.998 -12.271 14.790
135 H 5.650 -14.149 9.616
136 H 10.093 -2.912 9.276
137 H 20.690 -8.777 16.727
138 H 14.369 -12.681 13.228
139 H 15.526 -6.854 17.749
140 H 22.226 -15.218 12.253
141 H 8.114 -0.603 7.499
142 H 15.639 -10.672 5.557
143 H 4.675 -10.107 5.220



C31H38BrN5O4RuSSi | wB97M-V/def2-TZVPD

Maximum force (eV/Å): 0.7
Multiplicity: 1
Gap between HOMO and LUMO (eV): 6.8095
LUMO (Ha): -0.01935

Geometry (Å):
1 Ru 0.028 -0.620 0.667
2 Br 0.304 -4.539 -6.818
3 S -1.311 1.565 3.013
4 Si -1.488 0.132 -2.088
5 O -1.697 2.273 1.816
6 O 0.437 -2.095 -0.864
7 O -2.304 1.222 3.987
8 O -0.678 -1.285 -2.620
9 N -0.067 -0.902 4.538
10 N 2.262 -4.948 -3.231
11 N 3.144 4.427 5.660
12 N -0.567 0.235 2.461
13 N 0.322 -1.757 2.345
14 C 0.936 -2.822 2.822
15 C 4.170 0.086 -0.298
16 C -3.781 -1.542 -1.870
17 C 4.702 0.671 0.841
18 C -0.408 0.963 -4.517
19 C 1.170 3.036 5.800
20 C 2.546 0.466 1.898
21 C -2.801 0.270 -4.622
22 C 1.879 3.905 3.667
23 C 1.835 -5.086 -4.482
24 C 1.041 -3.003 4.196
25 C -3.922 0.739 -0.822
26 C 0.142 -2.129 -2.047
27 C 1.706 -4.005 -2.481
28 C 0.845 -4.280 -5.028
29 C -2.162 2.445 -3.565
30 C -1.748 0.978 -3.764
31 C -0.044 2.482 3.812
32 C -2.556 -1.050 0.235
33 C 1.978 -0.123 0.760
34 C 3.878 0.857 1.942
35 C 2.061 3.808 5.050
36 C 2.835 -0.304 -0.333
37 C 0.833 3.247 3.053
38 C -0.381 1.210 -1.061
39 C 0.265 -3.295 -4.256
40 C 0.510 -2.012 5.002
41 C -0.130 -0.806 3.222
42 C 0.124 2.374 5.185
43 C 0.703 -3.159 -2.945
44 C -3.003 -0.457 -1.114
45 H 4.793 -0.070 -1.171
46 H -4.589 -1.918 -1.235
47 H 1.939 0.644 2.778
48 H 0.402 1.408 -3.933
49 H -0.901 2.170 -0.954
50 H -3.805 0.402 -4.218
51 H 2.297 -5.863 -5.079
52 H -2.797 0.693 -5.632
53 H -0.506 -2.649 -4.651
54 H 1.528 -3.872 4.612
55 H -0.108 -0.049 -4.793
56 H 3.543 5.204 5.161
57 H 0.694 3.318 1.982
58 H 5.741 0.977 0.870
59 H -0.505 1.545 -5.439
60 H -3.426 -1.436 0.775
61 H -4.775 0.406 -0.224
62 H -2.323 2.913 -4.542
63 H -1.866 -1.896 0.114
64 H -3.089 2.545 -2.998
65 H -1.388 3.018 -3.052
66 H 0.558 -2.099 6.082
67 H -0.564 1.765 5.756
68 H 2.069 -3.900 -1.466
69 H 1.306 2.954 6.872
70 H 1.333 -3.525 2.101
71 H -3.409 1.515 -0.247
72 H -3.147 -2.394 -2.130
73 H 4.267 1.315 2.845
74 H -2.121 -0.281 0.886
75 H -2.608 -0.802 -4.713
76 H 3.052 4.600 6.647
77 H 2.570 4.494 3.075
78 H 0.598 1.397 -1.500
79 H -4.320 1.181 -1.738
80 H -0.288 1.039 0.048
81 H 2.467 -0.758 -1.247
82 H -4.233 -1.164 -2.785



C25H37Cl18NO13 | wB97M-V/def2-TZVPD

Maximum force (eV/Å): 4.6
Structure (SMILES): C[C@H]1COC(=O)O1.C[C@H]1COC(=O)O1.C[C@H]1COC(=O)O1.C[C@H]1COC(=O)O1.ClC(Cl)Cl.ClC(Cl)Cl.ClC(Cl)Cl.ClC(Cl)Cl.ClC(Cl)Cl.ClC(Cl)Cl.CNC(C)=O
Multiplicity: 1
Gap between HOMO and LUMO (eV): 9.2340
LUMO (Ha): -0.00536

Geometry (Å):
1 Cl 16.563 11.626 15.384
2 Cl 7.083 14.179 18.163
3 Cl 17.986 15.051 14.543
4 Cl 8.218 12.140 13.790
5 Cl 12.279 17.525 21.495
6 Cl 16.458 12.952 18.104
7 Cl 9.556 14.755 14.463
8 Cl 17.382 17.621 15.824
9 Cl 13.709 17.738 18.900
10 Cl 8.187 13.214 20.594
11 Cl 9.515 12.585 18.083
12 Cl 14.624 15.924 20.985
13 Cl 16.893 10.097 17.886
14 Cl 6.670 14.502 13.983
15 Cl 19.022 17.661 13.436
16 Cl 12.875 8.857 13.448
17 Cl 12.022 10.494 15.734
18 Cl 12.649 11.614 13.091
19 O 12.927 12.504 9.032
20 O 9.867 8.082 19.190
21 O 11.718 12.953 7.197
22 O 6.946 18.335 17.920
23 O 11.979 15.772 16.214
24 O 14.499 18.473 13.068
25 O 8.565 17.119 18.790
26 O 13.708 17.648 11.213
27 O 15.077 16.347 12.387
28 O 12.221 14.537 8.645
29 O 6.946 17.937 20.154
30 O 12.934 14.115 17.288
31 O 11.508 15.433 18.379
32 N 10.610 10.025 20.124
33 C 8.582 13.874 19.015
34 C 12.228 13.293 8.229
35 C 12.112 15.092 17.384
36 C 12.781 14.643 10.024
37 C 11.964 10.234 13.967
38 C 11.156 10.731 21.279
39 C 8.313 13.873 13.510
40 C 10.604 8.644 19.963
41 C 14.499 17.349 12.236
42 C 7.471 17.813 19.064
43 C 7.579 17.655 16.776
44 C 11.741 14.792 11.084
45 C 17.176 11.636 17.040
46 C 13.111 15.388 15.403
47 C 13.777 17.433 20.626
48 C 13.910 19.604 12.468
49 C 11.668 7.853 20.680
50 C 14.386 16.198 15.619
51 C 11.586 18.577 12.088
52 C 13.553 13.325 10.022
53 C 12.871 18.922 11.465
54 C 17.707 16.831 14.318
55 C 7.803 18.534 15.611
56 C 8.906 17.209 17.381
57 C 13.393 13.958 15.898
58 H 14.723 15.946 16.623
59 H 8.504 19.370 15.855
60 H 9.797 10.361 19.643
61 H 18.261 11.768 16.926
62 H 14.386 18.214 21.022
63 H 6.912 18.956 15.291
64 H 8.524 14.110 12.434
65 H 10.511 10.676 22.150
66 H 13.461 12.778 10.964
67 H 14.309 17.262 15.403
68 H 12.150 10.339 21.462
69 H 16.816 16.851 13.660
70 H 10.972 19.473 12.278
71 H 11.226 13.839 11.253
72 H 12.174 7.241 19.940
73 H 14.440 13.718 15.931
74 H 12.391 8.406 21.259
75 H 12.168 15.142 12.031
76 H 6.925 16.808 16.511
77 H 12.791 15.439 14.387
78 H 13.369 20.139 13.305
79 H 9.635 17.993 17.093
80 H 10.958 15.446 10.736
81 H 8.286 17.924 14.856
82 H 9.214 14.758 19.111
83 H 14.593 13.442 9.688
84 H 11.376 11.786 21.149
85 H 11.026 17.943 11.387
86 H 11.829 18.040 13.022
87 H 11.166 7.231 21.427
88 H 14.685 20.179 11.987
89 H 9.257 16.280 17.033
90 H 12.741 13.199 15.479
91 H 13.391 15.540 10.005
92 H 12.852 19.433 10.530
93 H 10.950 10.128 13.696
94 H 15.159 15.864 14.932